ORCA calculation (ωB97M-V/def2-TZVPD) on a cluster of 10 separate species, C39H44N3O19 in total at a distorted geometry.

Cartesian coordinates (Å):
1 C -0.847 -0.721 0.237
2 C 0.627 -0.561 0.112
3 O 1.363 -1.526 -0.119
4 N 1.250 0.755 0.604
5 H 0.634 1.451 0.326
6 H 1.262 0.684 1.668
7 C 2.615 1.051 0.175
8 H -1.254 -0.877 -0.565
9 H -1.270 0.282 0.831
10 H -1.306 -1.384 0.812
11 H 3.566 0.258 0.515
12 H 3.063 1.895 0.688
13 H 2.673 1.118 -0.987
14 N 3.440 4.849 1.432
15 O 4.182 4.771 2.497
16 O 2.252 4.429 1.460
17 O 4.028 5.307 0.455
18 N 0.555 1.268 3.829
19 O -0.233 0.532 3.258
20 O 0.175 2.332 4.311
21 O 1.720 1.298 3.359
22 C -1.751 2.836 -1.465
23 C -0.997 3.804 -0.727
24 C -1.778 4.668 0.206
25 O -0.031 3.161 0.024
26 H -2.392 2.312 -0.599
27 H -1.306 1.924 -2.201
28 H -2.556 3.366 -1.968
29 H -0.518 4.535 -1.485
30 H -2.144 3.991 1.209
31 H -2.661 5.028 -0.206
32 H -1.339 5.589 0.818
33 H 0.643 3.926 0.191
34 C 2.464 1.912 -4.298
35 C 3.383 2.737 -3.535
36 C 2.501 3.795 -2.793
37 O 4.221 1.969 -2.659
38 H 1.949 2.546 -4.965
39 H 1.747 1.301 -3.674
40 H 3.074 1.276 -4.804
41 H 3.993 3.386 -4.270
42 H 3.183 4.336 -2.139
43 H 1.944 3.236 -2.041
44 H 1.800 4.439 -3.288
45 H 5.006 2.409 -2.286
46 C -4.220 3.933 3.450
47 C -3.574 2.480 3.413
48 C -4.258 1.574 2.397
49 O -3.798 0.410 2.306
50 C -5.332 2.014 1.659
51 C -5.941 3.313 1.705
52 C -5.478 4.218 2.743
53 O -6.061 5.386 2.848
54 H -3.718 4.561 4.192
55 H -2.686 2.372 3.820
56 H -5.741 1.467 0.933
57 H -6.630 3.609 1.132
58 C 4.457 -4.148 -2.051
59 C 5.416 -4.158 -0.846
60 C 5.641 -2.796 -0.264
61 O 6.245 -2.554 0.761
62 C 5.159 -1.555 -1.076
63 C 4.507 -1.839 -2.403
64 C 4.048 -3.130 -2.928
65 O 3.371 -3.248 -3.938
66 H 4.299 -5.157 -2.176
67 H 5.705 -5.088 -0.461
68 H 5.526 -0.460 -0.849
69 H 3.984 -0.843 -2.817
70 C 3.736 -2.998 5.678
71 C 2.377 -3.415 4.948
72 C 2.300 -2.926 3.490
73 O 1.240 -3.157 2.842
74 C 3.313 -2.033 3.000
75 C 4.687 -1.905 3.547
76 C 4.914 -2.361 4.960
77 O 6.099 -2.356 5.462
78 H 3.805 -3.340 6.620
79 H 1.633 -3.872 5.498
80 H 3.132 -1.870 1.907
81 H 5.434 -1.256 3.022
82 C -5.345 -2.258 1.871
83 C -6.871 -2.338 2.079
84 C -7.781 -2.396 0.837
85 O -8.998 -2.365 0.924
86 C -7.168 -2.534 -0.533
87 C -5.664 -2.625 -0.576
88 C -4.700 -2.292 0.537
89 O -3.550 -2.082 0.288
90 H -4.776 -2.227 2.778
91 H -7.283 -2.502 3.103
92 H -7.788 -2.840 -1.600
93 H -5.040 -2.713 -1.584
94 C -2.306 -4.568 -4.655
95 C -2.665 -3.138 -4.061
96 C -1.449 -2.375 -3.583
97 O -1.587 -1.181 -3.245
98 C -0.109 -2.990 -3.679
99 C -0.051 -4.426 -3.933
100 C -1.189 -5.294 -4.410
101 O -1.061 -6.481 -4.528
102 H -3.442 -5.045 -4.994
103 H -3.567 -2.592 -4.136
104 H 0.902 -2.327 -3.401
105 H 0.968 -4.975 -3.969

Results
HOMO-LUMO gap: 3.8 eV
Charge: -1
E_HOMO: -4.98 eV
LUMO: -1.14 eV

ORCA calculation (ωB97M-V/def2-TZVPD) on a structure of composition C39H44PdSb at a distorted geometry.

Cartesian coordinates (Å):
1 C 1.291 -2.255 -0.423
2 C 1.873 -1.684 -1.611
3 C 1.003 -1.933 -2.698
4 C -0.127 -2.659 -2.232
5 C 0.043 -2.893 -0.817
6 Pd -0.417 -0.872 -0.344
7 C -3.584 0.760 -2.224
8 C -3.092 0.493 -0.938
9 H -2.649 1.343 -0.394
10 C -2.543 -0.774 -0.517
11 H -2.866 -1.598 -1.155
12 H -2.786 -1.018 0.521
13 C -3.422 2.271 -2.641
14 H -2.690 2.813 -1.989
15 H -2.950 2.343 -3.647
16 H -4.398 2.782 -2.632
17 C -2.847 -0.126 -3.309
18 H -1.851 -0.469 -2.951
19 H -3.441 -1.018 -3.638
20 H -2.560 0.470 -4.207
21 C 3.217 -1.076 -1.655
22 H 3.398 -0.465 -0.761
23 H 4.006 -1.844 -1.707
24 H 3.330 -0.420 -2.523
25 C 1.285 -1.586 -4.114
26 H 1.833 -0.638 -4.183
27 H 1.900 -2.359 -4.602
28 H 0.356 -1.482 -4.690
29 C -1.199 -3.288 -3.034
30 H -1.231 -2.884 -4.053
31 H -1.042 -4.377 -3.111
32 H -2.183 -3.137 -2.569
33 C -0.744 -3.804 0.046
34 H -1.753 -3.937 -0.359
35 H -0.257 -4.786 0.112
36 H -0.830 -3.391 1.059
37 C 2.002 -2.511 0.849
38 H 1.298 -2.807 1.633
39 H 2.739 -3.319 0.725
40 H 2.534 -1.612 1.179
41 C 1.890 1.811 -2.039
42 C 0.724 1.841 -2.919
43 C 2.973 2.309 -2.772
44 C 0.602 2.039 -4.324
45 H -0.377 1.637 -2.801
46 C 2.910 2.514 -4.155
47 H 3.879 2.527 -2.298
48 C 1.782 2.338 -5.003
49 H -0.413 2.027 -4.708
50 H 3.705 2.805 -4.714
51 H 1.619 2.457 -6.098
52 C -0.724 4.903 4.383
53 C 0.115 4.856 3.260
54 C 0.204 3.682 2.494
55 C -0.545 2.563 2.864
56 C -1.367 2.591 3.991
57 C -1.468 3.772 4.745
58 Sb -0.245 0.700 1.699
59 C 1.817 0.475 2.347
60 C 2.826 0.902 1.474
61 C 4.169 0.723 1.845
62 C 4.490 0.119 3.068
63 C 3.471 -0.281 3.940
64 C 2.127 -0.079 3.592
65 C -1.600 -0.554 2.859
66 C -1.176 -1.783 3.372
67 C -2.129 -2.679 3.883
68 C -3.490 -2.349 3.872
69 C -3.906 -1.111 3.370
70 C -2.958 -0.204 2.875
71 H -0.797 5.817 4.975
72 H 0.702 5.732 2.978
73 H 0.865 3.650 1.624
74 H -1.928 1.707 4.300
75 H -2.127 3.800 5.616
76 H 2.581 1.376 0.513
77 H 4.963 1.065 1.175
78 H 5.536 -0.028 3.348
79 H 3.717 -0.740 4.900
80 H 1.338 -0.356 4.297
81 H -0.116 -2.052 3.387
82 H -1.796 -3.637 4.292
83 H -4.227 -3.057 4.256
84 H -4.965 -0.839 3.360
85 H -3.297 0.760 2.481

Results
⟨S²⟩: 6.056
2S+1: 5
HOMO-LUMO gap (spin up / spin down): 7.2 / 5.6 eV
Charge: +1
E_HOMO (spin up / spin down): -9.30 / -10.78 eV
LUMO (spin up / spin down): -2.14 / -5.18 eV

ORCA calculation (ωB97M-V/def2-TZVPD) on a structure of composition C39H45AgBrCl3GeN4O3.

Cartesian coordinates (Å):
1 Ag -1.876 -0.177 -1.547
2 C 1.013 -1.882 6.100
3 C 0.759 -0.465 5.568
4 C 2.015 0.387 5.801
5 C -0.388 0.148 6.371
6 C 0.442 -0.525 4.076
7 C -0.743 -0.065 3.524
8 C -0.961 -0.191 2.165
9 Br -2.606 0.505 1.493
10 C -0.065 -0.781 1.235
11 O -0.379 -1.023 0.006
12 C 1.210 -1.121 1.805
13 C 1.382 -1.030 3.178
14 C 2.430 -1.594 0.990
15 C 3.697 -0.893 1.515
16 C 2.590 -3.112 1.155
17 C 2.365 -1.277 -0.505
18 H 1.225 -1.860 7.173
19 H 1.862 -2.348 5.597
20 H 0.139 -2.515 5.933
21 H 2.247 0.448 6.868
22 H 1.865 1.399 5.420
23 H 2.881 -0.035 5.291
24 H -0.126 0.164 7.432
25 H -1.307 -0.429 6.260
26 H -0.590 1.174 6.059
27 H -1.512 0.393 4.129
28 H 2.333 -1.356 3.582
29 H 3.954 -1.186 2.533
30 H 3.569 0.191 1.497
31 H 4.545 -1.149 0.876
32 H 2.670 -3.391 2.208
33 H 3.488 -3.458 0.636
34 H 1.733 -3.630 0.720
35 H 2.199 -0.212 -0.673
36 H 1.571 -1.825 -0.996
37 H 3.317 -1.560 -0.963
38 C 5.138 3.612 -0.034
39 O 3.800 4.060 -0.020
40 C 3.261 4.470 -1.204
41 C 1.922 4.866 -1.156
42 C 1.269 5.254 -2.303
43 C 1.940 5.264 -3.531
44 C 3.282 4.938 -3.558
45 C 3.947 4.516 -2.409
46 N 1.341 5.730 -4.754
47 N 0.212 5.356 -5.130
48 C -0.506 4.305 -4.501
49 C -1.837 4.559 -4.243
50 C -2.630 3.708 -3.480
51 C -2.119 2.517 -2.942
52 O -2.799 1.762 -2.170
53 C -0.757 2.168 -3.343
54 N -0.297 0.957 -2.935
55 C 0.889 0.552 -3.314
56 C 1.703 1.309 -4.173
57 C 1.272 2.538 -4.577
58 C 0.024 3.034 -4.133
59 H 5.381 3.343 0.991
60 H 5.819 4.397 -0.374
61 H 5.256 2.732 -0.673
62 H 1.406 4.835 -0.206
63 H 0.224 5.530 -2.257
64 H 3.811 4.987 -4.502
65 H 4.986 4.229 -2.475
66 H -2.243 5.495 -4.610
67 H -3.658 3.960 -3.256
68 H 1.220 -0.413 -2.955
69 H 2.648 0.904 -4.507
70 H 1.871 3.133 -5.253
71 C -3.311 -5.023 -0.540
72 N -3.135 -4.157 0.662
73 C -2.011 -4.638 1.510
74 C -2.930 -2.698 0.339
75 C -4.057 -2.108 -0.465
76 C -5.384 -2.486 -0.258
77 C -6.404 -1.929 -1.012
78 C -6.103 -0.964 -1.966
79 C -4.791 -0.546 -2.145
80 C -3.774 -1.123 -1.400
81 H -3.606 -6.013 -0.199
82 H -2.364 -5.061 -1.071
83 H -4.068 -4.585 -1.182
84 H -3.994 -4.217 1.206
85 H -1.106 -4.607 0.905
86 H -2.222 -5.656 1.830
87 H -1.911 -3.976 2.367
88 H -1.971 -2.607 -0.172
89 H -2.827 -2.200 1.305
90 H -5.648 -3.223 0.499
91 H -7.428 -2.240 -0.849
92 H -6.894 -0.520 -2.558
93 H -4.562 0.248 -2.843
94 Cl -0.016 -4.574 -1.516
95 Ge -0.641 -2.695 -2.767
96 Cl 0.882 -3.046 -4.403
97 Cl -2.448 -3.680 -3.805

Results
⟨S²⟩: 0.757
2S+1: 2
HOMO-LUMO gap (spin up / spin down): 6.3 / 5.7 eV
Charge: -1
E_HOMO (spin up / spin down): -4.55 / -4.52 eV
LUMO (spin up / spin down): 1.75 / 1.22 eV

ORCA calculation (ωB97M-V/def2-TZVPD) on a structure of composition C39H45AgBrCl3GeN4O3.

Cartesian coordinates (Å):
1 Ag -1.949 -1.355 -0.157
2 C 6.114 -0.621 -2.215
3 C 5.590 -0.895 -0.798
4 C 6.221 0.114 0.172
5 C 6.039 -2.297 -0.387
6 C 4.068 -0.756 -0.776
7 C 3.210 -1.788 -0.427
8 C 1.843 -1.582 -0.474
9 Br 0.733 -3.057 0.014
10 C 1.193 -0.379 -0.866
11 O -0.085 -0.283 -1.017
12 C 2.100 0.705 -1.123
13 C 3.466 0.459 -1.106
14 C 1.660 2.149 -1.456
15 C 2.475 3.138 -0.604
16 C 1.922 2.425 -2.943
17 C 0.185 2.457 -1.173
18 H 7.202 -0.748 -2.258
19 H 5.878 0.397 -2.535
20 H 5.657 -1.311 -2.929
21 H 7.312 0.010 0.182
22 H 5.849 -0.050 1.186
23 H 5.981 1.142 -0.109
24 H 7.130 -2.361 -0.430
25 H 5.630 -3.060 -1.054
26 H 5.727 -2.532 0.634
27 H 3.576 -2.759 -0.121
28 H 4.122 1.287 -1.360
29 H 3.536 3.146 -0.862
30 H 2.386 2.892 0.457
31 H 2.092 4.152 -0.755
32 H 2.969 2.242 -3.205
33 H 1.683 3.466 -3.185
34 H 1.291 1.782 -3.562
35 H -0.072 2.230 -0.136
36 H -0.474 1.884 -1.817
37 H 0.007 3.523 -1.354
38 C 1.488 4.709 3.791
39 O 1.202 3.341 3.998
40 C 0.000 3.042 4.566
41 C -0.264 1.687 4.764
42 C -1.469 1.284 5.299
43 C -2.437 2.227 5.665
44 C -2.145 3.568 5.510
45 C -0.942 3.987 4.943
46 N -3.668 1.875 6.326
47 N -4.344 0.895 5.946
48 C -4.029 0.185 4.759
49 C -4.189 -1.184 4.817
50 C -3.763 -2.037 3.803
51 C -3.158 -1.542 2.637
52 O -2.674 -2.306 1.736
53 C -3.134 -0.087 2.496
54 N -2.689 0.399 1.309
55 C -2.710 1.691 1.090
56 C -3.229 2.603 2.023
57 C -3.667 2.138 3.227
58 C -3.588 0.758 3.528
59 H 2.487 4.754 3.366
60 H 1.469 5.268 4.731
61 H 0.781 5.164 3.091
62 H 0.485 0.963 4.468
63 H -1.673 0.229 5.427
64 H -2.882 4.301 5.817
65 H -0.763 5.044 4.804
66 H -4.610 -1.594 5.731
67 H -3.856 -3.111 3.903
68 H -2.334 2.038 0.137
69 H -3.288 3.653 1.767
70 H -4.104 2.816 3.948
71 C -2.141 -2.155 -5.163
72 N -0.840 -2.600 -4.568
73 C 0.302 -1.792 -5.083
74 C -0.831 -2.578 -3.059
75 C -1.898 -3.456 -2.466
76 C -2.210 -4.700 -3.015
77 C -3.210 -5.488 -2.462
78 C -3.892 -5.032 -1.338
79 C -3.554 -3.810 -0.768
80 C -2.561 -3.032 -1.334
81 H -2.113 -2.358 -6.232
82 H -2.255 -1.090 -4.974
83 H -2.955 -2.691 -4.684
84 H -0.691 -3.566 -4.844
85 H 0.112 -0.753 -4.830
86 H 0.362 -1.913 -6.163
87 H 1.218 -2.130 -4.606
88 H -0.938 -1.535 -2.747
89 H 0.161 -2.908 -2.757
90 H -1.674 -5.084 -3.883
91 H -3.448 -6.449 -2.900
92 H -4.678 -5.633 -0.896
93 H -4.054 -3.476 0.134
94 Cl -1.595 1.093 -4.249
95 Ge -2.825 0.618 -2.312
96 Cl -3.903 2.609 -2.294
97 Cl -4.457 -0.617 -3.380

Results
⟨S²⟩: 0.757
2S+1: 2
HOMO-LUMO gap (spin up / spin down): 6.4 / 5.7 eV
Charge: -1
E_HOMO (spin up / spin down): -4.60 / -4.57 eV
LUMO (spin up / spin down): 1.77 / 1.14 eV

ORCA calculation (ωB97M-V/def2-TZVPD) on a structure of composition C39H45BeBr5Cl4LiN4NaO10S2 at a distorted geometry.

Cartesian coordinates (Å):
1 C 0.332 3.070 -9.566
2 C 1.336 1.851 -9.941
3 C 1.024 1.127 -11.294
4 C 1.952 -0.069 -11.725
5 C 3.171 -0.512 -10.866
6 Cl 4.305 -1.880 -11.267
7 C 3.448 0.268 -9.561
8 C 2.560 1.447 -9.020
9 N 2.794 2.181 -7.776
10 C 3.278 1.328 -6.671
11 C 2.743 1.596 -5.213
12 C 3.265 0.737 -3.998
13 C 4.327 -0.404 -4.177
14 C 4.908 -1.262 -2.936
15 C 6.465 -0.922 -2.589
16 N 7.440 -1.860 -3.216
17 N 6.676 -1.051 -1.088
18 N 6.796 0.515 -2.928
19 C 4.840 -0.705 -5.648
20 O 5.792 -1.756 -5.801
21 C 4.304 0.166 -6.805
22 S 4.923 -0.192 -8.522
23 H 0.904 3.803 -8.893
24 H -0.557 2.684 -8.940
25 H 0.007 3.615 -10.519
26 H 0.134 1.479 -11.934
27 H 1.771 -0.663 -12.697
28 H 1.943 2.686 -7.496
29 H 1.964 2.435 -5.079
30 H 2.869 0.930 -2.923
31 H 4.769 -2.391 -3.072
32 H 4.302 -0.936 -2.003
33 H 6.938 -2.685 -3.636
34 H 8.050 -1.385 -3.894
35 H 6.676 -2.059 -0.834
36 H 7.658 -0.747 -0.917
37 H 7.832 0.541 -2.982
38 H 6.525 1.069 -2.092
39 H 5.944 -1.992 -6.748
40 C 2.369 -3.033 1.574
41 O 1.605 -1.840 1.612
42 C 2.313 -0.708 1.119
43 C 1.359 0.278 0.454
44 O 0.884 -0.137 -0.833
45 C -0.001 -1.262 -0.863
46 C -1.389 -0.977 -0.300
47 O -1.351 -0.850 1.119
48 C -2.223 0.145 1.612
49 H 3.150 -3.008 2.338
50 H 1.698 -3.870 1.775
51 H 2.813 -3.186 0.585
52 H 3.078 -1.011 0.392
53 H 2.807 -0.228 1.968
54 H 1.912 1.206 0.273
55 H 0.528 0.539 1.112
56 H 0.456 -2.135 -0.397
57 H -0.119 -1.510 -1.922
58 H -2.059 -1.811 -0.535
59 H -1.783 -0.068 -0.770
60 H -2.089 1.087 1.069
61 H -1.977 0.326 2.659
62 H -3.261 -0.191 1.541
63 C -8.106 -1.318 9.326
64 C -7.511 -0.162 9.825
65 C -6.338 0.319 9.255
66 C -5.749 -0.362 8.189
67 C -6.331 -1.534 7.705
68 C -7.518 -2.004 8.269
69 C -5.691 -2.292 6.608
70 O -6.203 -3.320 6.179
71 C -4.416 -1.797 6.043
72 C -3.768 -2.531 5.047
73 C -2.576 -2.066 4.501
74 C -2.031 -0.861 4.941
75 C -2.670 -0.129 5.936
76 C -3.859 -0.601 6.495
77 C -4.511 0.168 7.578
78 O -4.032 1.219 7.965
79 H -9.027 -1.688 9.766
80 H -7.963 0.366 10.659
81 H -5.883 1.223 9.645
82 H -7.984 -2.907 7.889
83 H -4.188 -3.469 4.697
84 H -2.071 -2.641 3.731
85 H -1.104 -0.494 4.510
86 H -2.238 0.806 6.278
87 Na -1.585 2.222 -0.272
88 C 3.043 6.927 -1.051
89 C 1.891 6.413 -1.900
90 O 1.953 4.990 -1.785
91 S 2.518 4.602 -0.313
92 O 1.397 4.307 0.536
93 O 3.623 3.709 -0.473
94 O 3.086 6.066 0.089
95 H 4.008 6.836 -1.591
96 H 2.898 7.963 -0.741
97 H 1.973 6.720 -2.943
98 H 0.928 6.744 -1.499
99 Br 6.463 -3.746 -4.973
100 C -9.758 -4.244 4.807
101 Br -9.182 -2.462 4.308
102 Br -10.133 -4.377 6.710
103 Br -11.253 -4.847 3.733
104 H -8.924 -4.917 4.598
105 Li -8.036 -5.838 5.648
106 Br -0.264 -1.225 -12.691
107 C -4.056 -1.099 12.234
108 Cl -4.674 0.554 12.093
109 Cl -4.956 -1.996 13.463
110 Cl -4.139 -1.930 10.672
111 H -3.013 -1.049 12.541
112 Be 4.809 7.947 -2.508

Results
HOMO-LUMO gap: 1.7 eV
Charge: +2
E_HOMO: -8.90 eV
LUMO: -7.15 eV